Molecular formula: C3H5O2Y
Method: DFT, ωB97M-V with the def2-TZVPD basis set

For the gap between HOMO and LUMO, the calculation gives 7.13 eV. For the HOMO energy, the calculation gives -18.37 eV.

Structure (ORCA input):
```
! wB97M-V def2-TZVPD RIJCOSX def2/J DEFGRID3
* xyz 2 1
O -0.913 0.700 0.733
Y 1.060 0.890 0.022
O 1.839 -1.337 -0.413
C 2.042 -2.447 -0.539
C -2.052 -0.083 0.593
C -2.967 0.393 -0.526
H -1.761 -1.133 0.395
H -2.623 -0.096 1.542
H -2.719 -0.120 -1.468
H -4.023 0.191 -0.293
H -2.855 1.479 -0.676
*
```

Molecular formula: C5H20BN2O4SSi
Method: DFT, ωB97M-V with the def2-TZVPD basis set

For the gap between HOMO and LUMO, the calculation gives 7.59 eV. For the HOMO energy, the calculation gives -11.69 eV.

Structure (ORCA input):
```
! wB97M-V def2-TZVPD RIJCOSX def2/J DEFGRID3
* xyz 1 1
C -0.721 -2.081 1.976
Si -0.004 -0.648 1.018
C -0.547 1.058 1.632
C -0.604 1.136 3.151
N -1.803 0.507 3.740
C 1.862 -0.626 1.064
B 2.547 0.459 0.145
O 2.025 0.996 -1.033
O 3.728 0.941 0.562
S -0.725 -1.060 -1.061
C -1.519 0.335 -1.844
O -1.748 -2.069 -0.948
O 0.355 -1.445 -1.948
H -0.627 -2.956 1.348
H -0.210 -2.215 2.918
H -1.780 -1.922 2.107
H -1.468 1.435 1.199
H 0.241 1.745 1.328
H -0.596 2.177 3.446
H 0.290 0.698 3.579
H -2.449 0.275 2.998
H -1.547 -0.350 4.208
H 2.106 -0.329 2.078
H 2.264 -1.614 0.876
H 1.223 1.511 -0.852
H 4.090 1.556 -0.103
H -2.513 0.033 -2.138
H -0.922 0.503 -2.721
H -1.586 1.224 -1.233
N 0.127 0.147 -5.100
H 0.415 -0.607 -4.456
H 0.142 -0.197 -6.063
H -0.819 0.449 -4.863
H 0.773 0.934 -5.009
*
```